# 1
DFT (ωB97M-V with the def2-TZVPD basis set) results for a molecular structure, C30H43BrN2NiP2S at a distorted geometry.

Properties
highest occupied orbital energy (alpha / beta) = -12.89 / -12.86 eV
gap between HOMO and LUMO (alpha / beta) = 7.0 / 4.1 eV
total charge = +2
energy = -175267.1674 eV
2S+1 = 3
energy relative to the best compared isomer or geometry (same formula, charge and spin) = 43.1 kcal per mole

Last column: Mulliken charge in e.
Atoms and positions in Å:
C -0.244 5.850 -4.137  -0.43
C -0.563 4.572 -4.654  0.33
C -0.884 4.563 -6.028  -0.37
C -0.891 5.731 -6.794  -0.41
N -0.600 6.914 -6.269  -0.53
C -0.297 6.978 -4.975  -0.34
C -0.518 3.338 -3.889  0.26
C -1.132 2.370 -3.254  -0.49
C -1.799 1.380 -2.475  -0.69
C -0.966 0.325 -2.048  2.39
C -1.317 -0.492 -0.988  -0.21
C -2.656 -0.537 -0.581  -0.79
C -3.563 0.404 -1.088  -0.65
C -3.139 1.346 -2.012  0.24
Ni 0.620 1.998 -3.384  0.24
P 2.583 -0.505 -1.442  1.03
H -1.129 3.642 -6.535  0.40
H 0.063 6.019 -3.114  0.42
H -1.138 5.710 -7.860  0.36
H -0.071 7.978 -4.589  0.37
H -3.848 2.063 -2.401  0.62
H 0.015 0.141 -2.571  -0.04
H -4.587 0.391 -0.732  0.53
H -0.565 -1.093 -0.465  -0.51
C 2.316 -1.596 0.031  -0.35
C 2.907 -3.001 0.003  -1.34
H 1.225 -1.663 0.147  -0.06
H 2.675 -1.050 0.916  0.36
H 2.550 -3.558 0.878  0.47
H 2.595 -3.563 -0.884  0.17
H 4.001 -3.001 0.048  0.26
C 3.228 -1.606 -2.779  -0.42
C 3.642 -0.850 -4.043  -1.43
H 2.440 -2.342 -3.010  -0.11
H 4.094 -2.157 -2.385  0.59
H 3.791 -1.567 -4.860  0.42
H 2.882 -0.119 -4.356  0.11
H 4.588 -0.313 -3.902  0.37
C 4.147 0.338 -0.929  -0.28
C 5.337 -0.547 -0.565  -1.32
H 3.862 0.952 -0.064  -0.02
H 4.423 1.041 -1.730  0.44
H 6.181 0.098 -0.294  0.43
H 5.136 -1.179 0.307  0.24
H 5.677 -1.175 -1.396  0.31
Br -3.151 -1.973 0.495  -0.03
P -1.867 -2.380 -4.327  0.10
C -0.305 -2.623 -3.448  0.57
C -0.006 -4.130 -3.375  -1.41
H -0.472 -2.222 -2.443  -0.45
H 0.474 -2.030 -3.948  0.41
H 1.027 -4.334 -3.069  0.34
H -0.672 -4.610 -2.645  0.38
H -0.153 -4.630 -4.342  0.43
C -3.137 -2.643 -3.022  0.30
C -4.377 -3.396 -3.504  -1.44
H -3.403 -1.648 -2.644  -0.21
H -2.677 -3.172 -2.170  0.43
H -5.041 -3.607 -2.658  0.40
H -4.939 -2.808 -4.238  0.32
H -4.097 -4.355 -3.949  0.39
C -2.324 -0.771 -4.989  0.32
C -3.177 -0.962 -6.251  -1.32
H -1.385 -0.251 -5.209  0.29
H -2.849 -0.219 -4.202  0.00
H -3.421 0.015 -6.676  0.41
H -2.620 -1.522 -7.010  0.42
H -4.113 -1.494 -6.043  0.26
S 1.577 2.679 -1.519  -0.29
C 1.041 2.343 0.084  0.40
N -0.303 2.271 0.394  -0.02
C -0.749 1.581 1.504  -0.56
C 0.161 1.188 2.469  -0.66
C 1.522 1.455 2.275  -0.23
C 1.940 2.114 1.126  -0.70
H -0.975 2.713 -0.219  0.38
H -1.807 1.391 1.549  0.57
H -0.178 0.698 3.377  0.45
H 2.232 1.122 3.014  0.47
H 2.966 2.400 0.976  0.74

# 2
DFT (ωB97M-V with the def2-TZVPD basis set) results for 9 unconnected molecules or ions with the total composition C30H43BrNO37PS8 at a distorted geometry.

Properties
SMILES = C#Cc1c(C=C)c(P(O)Br)c(COO)c2c1C(=O)N(C)C2=O.O=S1(=O)OCCO1.O=S1(=O)OCCO1.O=S1(=O)OCCO1.O=S1(=O)OCCO1.O=S1(=O)OCCO1.O=S1(=O)OCCO1.O=S1(=O)OCCO1.O=S1(=O)OCCO1
highest occupied orbital energy = -8.26 eV
gap between HOMO and LUMO = 7.9 eV
energy = -275055.7943 eV
energy relative to the best compared isomer or geometry (same formula, charge and spin) = 0.0 kcal per mole

Last column: Mulliken charge in e.
Atoms and positions in Å:
C 0.023 -0.183 0.336  -0.69
C -1.003 -0.301 -0.267  -0.98
C -2.098 -0.783 -1.035  1.59
C -3.192 -1.438 -0.453  0.70
C -3.240 -1.601 1.022  -1.56
C -3.610 -0.545 1.760  -0.22
C -4.236 -1.938 -1.235  0.87
P -5.667 -2.863 -0.523  0.27
O -6.289 -1.819 0.565  -0.42
Br -4.748 -4.453 0.771  -0.29
C -4.213 -1.761 -2.630  0.81
C -5.259 -2.266 -3.610  -1.08
O -6.593 -2.223 -3.123  -0.30
O -7.160 -3.529 -3.146  -0.36
C -3.134 -1.093 -3.169  -0.27
C -2.101 -0.613 -2.405  0.03
C -1.089 0.036 -3.322  -0.11
O 0.037 0.366 -3.115  -0.56
N -1.793 0.211 -4.561  0.02
C -2.270 1.612 -4.619  -0.93
C -2.829 -0.772 -4.611  -0.08
O -3.280 -1.233 -5.616  -0.57
H 0.964 -0.021 0.788  0.86
H -2.981 -2.545 1.470  0.39
H -4.228 -0.674 2.638  0.36
H -3.229 0.441 1.533  -0.02
H -7.235 -1.737 0.400  0.32
H -4.974 -3.248 -3.975  0.33
H -5.226 -1.610 -4.474  0.56
H -6.615 -4.050 -2.529  0.35
H -2.096 2.062 -5.590  0.29
H -3.327 1.703 -4.362  0.32
H -1.707 2.200 -3.900  0.36
O -4.318 -5.129 -2.486  -0.06
S -4.073 -6.499 -2.771  0.85
O -4.980 -7.272 -3.534  -0.61
O -3.764 -7.241 -1.391  -0.29
C -2.475 -7.866 -1.438  -0.37
C -1.674 -7.004 -2.390  -0.27
O -2.615 -6.639 -3.412  -0.34
H -2.597 -8.881 -1.821  0.29
H -2.042 -7.903 -0.442  0.33
H -0.831 -7.530 -2.828  0.33
H -1.323 -6.091 -1.904  0.24
O -2.926 4.810 2.646  -0.69
S -3.169 3.775 1.705  1.04
O -3.072 2.413 2.069  -0.37
O -2.264 4.045 0.416  -0.34
C -3.085 4.152 -0.754  -0.13
C -4.404 4.693 -0.243  -0.46
O -4.591 4.031 1.016  -0.35
H -3.200 3.155 -1.186  0.11
H -2.616 4.811 -1.479  0.35
H -5.236 4.475 -0.907  0.34
H -4.353 5.768 -0.062  0.31
O 5.062 0.450 2.130  -0.61
S 4.249 -0.136 1.121  1.20
O 3.336 -1.180 1.417  -0.56
O 5.187 -0.577 -0.087  -0.34
C 4.759 0.068 -1.308  -0.26
C 4.140 1.369 -0.853  -0.30
O 3.453 1.022 0.364  -0.29
H 4.022 -0.576 -1.793  0.21
H 5.602 0.214 -1.965  0.29
H 3.444 1.779 -1.576  0.40
H 4.902 2.114 -0.617  0.25
O -2.896 2.449 8.916  -0.57
S -3.751 2.173 7.819  1.11
O -4.727 1.144 7.883  -0.57
O -2.847 1.954 6.520  -0.19
C -3.232 2.883 5.491  0.31
C -3.758 4.087 6.233  -0.43
O -4.470 3.524 7.352  -0.35
H -4.013 2.420 4.884  0.12
H -2.381 3.125 4.864  -0.10
H -4.420 4.697 5.628  0.29
H -2.945 4.706 6.620  0.37
O 5.389 1.733 -3.566  -0.51
S 5.002 1.525 -4.921  1.10
O 3.732 1.931 -5.390  -0.57
O 5.238 -0.017 -5.265  -0.31
C 6.128 -0.145 -6.388  -0.37
C 7.012 1.079 -6.305  -0.16
O 6.123 2.130 -5.879  -0.31
H 5.529 -0.152 -7.301  0.30
H 6.691 -1.071 -6.317  0.32
H 7.467 1.335 -7.257  0.33
H 7.789 0.961 -5.550  0.18
O -0.055 2.947 4.543  -0.68
S 0.208 1.627 4.089  0.94
O -0.627 0.980 3.148  -0.12
O 0.379 0.682 5.370  -0.20
C 1.666 0.043 5.346  -0.37
C 2.559 1.018 4.612  -0.41
O 1.719 1.550 3.573  -0.28
H 1.572 -0.902 4.805  0.27
H 2.004 -0.150 6.361  0.40
H 3.435 0.546 4.181  0.28
H 2.869 1.843 5.258  0.26
O -0.258 -3.052 4.061  -0.48
S -1.440 -3.374 4.777  1.05
O -2.105 -4.612 4.595  -0.59
O -2.481 -2.176 4.594  -0.14
C -2.859 -1.640 5.871  -0.10
C -1.654 -1.880 6.752  0.17
O -1.170 -3.170 6.344  -0.38
H -3.734 -2.186 6.228  0.27
H -3.101 -0.584 5.777  0.06
H -1.902 -1.889 7.810  0.38
H -0.871 -1.143 6.566  -0.20
O 12.284 1.601 -4.076  -0.55
S 10.901 1.898 -4.062  1.06
O 9.947 1.022 -4.642  -0.50
O 10.690 3.369 -4.655  -0.30
C 10.007 4.196 -3.700  -0.24
C 10.411 3.631 -2.355  -0.32
O 10.439 2.212 -2.564  -0.29
H 8.933 4.102 -3.868  0.20
H 10.305 5.233 -3.826  0.30
H 9.707 3.879 -1.566  0.32
H 11.412 3.956 -2.066  0.29

# 3
DFT (ωB97M-V with the def2-TZVPD basis set) results for a molecular structure, C30H43F5P2RhS at a distorted geometry.

Properties
highest occupied orbital energy (alpha / beta) = -9.24 / -9.44 eV
gap between HOMO and LUMO (alpha / beta) = 7.0 / 3.9 eV
total charge = +1
energy = -77802.8951 eV
2S+1 = 5
energy relative to the best compared isomer or geometry (same formula, charge and spin) = 90.2 kcal per mole

Last column: Mulliken charge in e.
Atoms and positions in Å:
Rh -0.582 1.143 -1.041  -1.30
C 2.205 2.121 -0.207  0.44
C 0.821 2.726 -0.137  2.16
C 1.615 2.125 2.022  1.44
C 2.631 1.756 1.067  0.80
C 0.578 2.774 1.349  -0.05
C 3.078 2.164 -1.394  -2.23
H 2.535 2.535 -2.264  0.34
H 3.478 1.171 -1.629  0.30
H 3.946 2.826 -1.239  0.45
C 3.985 1.274 1.451  -1.75
H 4.607 1.081 0.570  0.44
H 3.942 0.358 2.057  0.08
H 4.499 2.049 2.046  0.37
C 1.817 2.052 3.494  -1.91
H 2.569 2.795 3.809  0.44
H 2.187 1.066 3.806  0.10
H 0.899 2.275 4.048  0.41
C -0.474 3.607 1.975  -1.73
H -0.104 4.598 2.294  0.36
H -0.906 3.136 2.865  0.39
H -1.278 3.781 1.253  0.31
C 0.620 4.028 -0.859  -1.85
H 1.084 4.838 -0.277  0.41
H -0.444 4.260 -0.983  0.38
H 1.056 4.030 -1.863  0.40
C -1.236 -2.500 -3.711  -0.40
C -0.724 -1.505 -4.453  -0.52
C -1.488 -0.519 -5.284  -0.75
C -2.755 0.050 -4.576  -1.02
C -2.695 0.200 -3.078  -0.38
C -3.065 -0.782 -2.243  -0.12
C -3.528 -2.160 -2.607  -1.25
C -2.687 -2.884 -3.683  -0.85
H -1.799 -0.948 -6.258  0.38
H -3.613 -0.568 -4.893  0.36
H -0.803 0.314 -5.524  0.29
H -3.174 -2.730 -4.657  0.35
H -0.551 -3.224 -3.233  0.58
H 0.362 -1.460 -4.582  0.53
H -2.752 -3.962 -3.477  0.45
H -3.537 -2.776 -1.690  0.08
H -3.263 -0.550 -1.202  0.64
H -4.581 -2.146 -2.956  0.52
H -2.932 1.044 -5.022  0.39
H -2.519 1.229 -2.722  0.67
P 0.747 -0.668 -0.926  2.02
P -1.573 0.172 0.870  1.06
C -0.519 -2.007 -0.600  0.63
C -1.509 -1.645 0.525  -0.78
H 0.063 -2.902 -0.331  0.80
H -1.054 -2.227 -1.536  -1.16
H -2.522 -1.998 0.275  0.56
H -1.192 -2.143 1.454  0.16
C -1.284 0.302 2.660  -0.49
H -0.433 0.959 2.880  -0.31
H -1.054 -0.676 3.101  0.13
H -2.186 0.706 3.155  0.49
C -3.251 0.881 0.628  -1.74
H -4.035 0.129 0.786  0.45
H -3.310 1.294 -0.393  0.45
H -3.376 1.709 1.336  0.52
C 2.157 -1.564 -1.652  -1.51
H 2.953 -0.856 -1.899  0.37
H 1.797 -2.042 -2.573  0.45
H 2.559 -2.308 -0.953  0.42
C 0.579 0.467 -2.659  -2.09
H 0.712 1.567 -2.700  0.85
H -0.238 0.158 -3.304  -0.27
H 1.544 0.108 -3.054  0.81
F 1.186 -2.872 7.593  -0.25
C 1.317 -2.636 6.276  0.55
C 0.342 -3.070 5.374  0.22
F -0.738 -3.737 5.831  -0.27
C 0.484 -2.795 4.021  -0.29
F -0.430 -3.314 3.163  -0.37
C 1.556 -2.022 3.492  0.84
S 1.669 -1.561 1.872  0.32
C 2.541 -1.653 4.450  -0.31
F 3.633 -0.971 4.009  -0.33
C 2.435 -1.940 5.803  0.19
F 3.398 -1.534 6.660  -0.27